Entry from the Open Molecules 2025 dataset: 2 unconnected molecules or ions with the total composition C34H30O7S2 (wB97M-V/def2-TZVPD).

Atoms and positions in Å:
C: 5.26597 5.73118 0.31099
O: 5.52943 4.37238 -0.06322
C: 4.45442 3.54680 -0.16772
C: 4.68565 2.14376 -0.19288
C: 3.64236 1.26655 -0.04664
C: 2.28780 1.73889 0.01692
C: 1.21209 0.84173 0.18214
C: -0.11906 1.25961 0.49351
C: -1.22631 0.49110 0.05457
C: -2.52110 0.86510 0.33716
C: -2.77421 2.05648 1.03684
O: -4.10290 2.37928 1.34617
C: -4.76041 3.35507 0.58494
C: -5.89922 2.94502 -0.11663
C: -6.47381 3.83686 -1.01713
C: -5.97024 5.13809 -1.13353
C: -4.91467 5.56160 -0.32016
C: -4.29042 4.66690 0.55273
C: -1.71248 2.85671 1.48448
C: -0.41418 2.40842 1.28445
C: 2.08058 3.14362 -0.14360
C: 3.12383 4.03212 -0.17992
H: 6.24859 6.17936 0.36021
H: 4.65293 6.25490 -0.43354
H: 4.76881 5.78748 1.28856
H: 5.71835 1.80558 -0.30789
H: 3.82239 0.18478 0.01792
H: 1.41921 -0.20568 0.02294
H: -1.05382 -0.40997 -0.52546
H: -3.36014 0.24363 0.01911
H: -6.29302 1.93256 0.01904
H: -7.32441 3.52032 -1.62352
H: -6.44211 5.84852 -1.82088
H: -4.56099 6.58987 -0.35710
H: -3.45374 4.96497 1.18394
H: -1.91232 3.80787 1.98170
H: 0.40582 2.97963 1.72250
H: 1.05783 3.52517 -0.22923
H: 2.91740 5.10723 -0.21726
C: 3.85736 -3.19412 -0.35405
O: 2.50339 -3.80904 -0.05613
C: 1.38813 -3.07829 0.04276
S: -0.05183 -3.86732 -0.74993
C: 0.02507 -3.44191 -2.48109
C: -0.49302 -2.22770 -2.93434
C: -0.25450 -1.81568 -4.25130
C: 0.43999 -2.65445 -5.13478
C: 0.85288 -3.91837 -4.70102
C: 0.65960 -4.30888 -3.36898
O: 0.07073 -5.30474 -0.58821
O: -1.21532 -3.17276 -0.24306
S: 0.98576 -2.37557 1.67933
C: 0.07549 -3.63043 2.56278
C: -1.25028 -3.37083 2.93539
C: -1.99776 -4.37172 3.53185
C: -1.40713 -5.60246 3.81203
C: -0.06250 -5.83028 3.50287
C: 0.69312 -4.82720 2.90493
O: 2.24319 -2.03925 2.33767
O: -0.06286 -1.39101 1.52790
H: 4.45936 -4.04936 -0.67234
H: 3.70206 -2.48337 -1.17343
H: 4.27349 -2.75383 0.55581
H: -1.07169 -1.59375 -2.26329
H: -0.59211 -0.82773 -4.57815
H: 0.67829 -2.30853 -6.13685
H: 1.35222 -4.60447 -5.39189
H: 1.00218 -5.27619 -3.01187
H: -1.68087 -2.38907 2.75735
H: -3.03779 -4.15158 3.79153
H: -1.98508 -6.37451 4.30231
H: 0.42223 -6.77787 3.73267
H: 1.76427 -4.93125 2.70903

Its multiplicity is 1. Its HOMO energy is -6.11 eV. As for the total charge: 0. Its HOMO-LUMO gap is 3.48 eV. The energy above the lowest of the compared OMol25 structures with the same formula, charge and spin is 30.4 kcal/mol.